Entry 1:
DFT (the ωB97M-V functional and the def2-TZVPD basis) results for a structure of composition C5H10O2.

Calculated values
- Kohn-Sham gap (alpha / beta) (eV) = 8.26 / 8.27
- highest occupied orbital energy (alpha / beta) (eV) = -8.666 / -8.667
- relative energy (zero: lowest compared OMol25 entry of this formula, charge and spin) (kJ/mol) = 603.61
- electronic energy (eV) = -9436.7870

```
17
Properties=species:S:1:pos:R:3:forces:R:3
O -0.473 -0.751 -1.399 -0.154 -0.007 0.132
O -0.349 1.427 -0.658 -0.090 0.008 0.130
C -1.992 0.069 -0.245 0.048 -0.022 -0.031
C 0.590 -1.280 -0.609 0.062 -0.032 0.169
C 1.329 -0.204 0.186 0.053 -0.105 -0.122
C 0.767 1.203 0.130 0.143 0.106 0.022
C 0.696 0.416 1.412 -0.108 -0.012 0.197
H -2.045 0.809 0.545 0.156 -0.125 -0.210
H 0.180 -2.062 0.052 0.059 0.139 -0.086
H 1.349 0.697 2.236 -0.123 -0.035 -0.190
H -0.320 0.344 -1.372 -0.014 -0.068 0.062
H 2.411 -0.323 0.208 -0.226 0.043 -0.030
H 1.474 2.037 0.126 -0.135 -0.188 -0.020
H -2.096 -0.962 0.085 0.142 0.173 -0.129
H 1.300 -1.780 -1.284 -0.170 0.140 0.070
H -2.547 0.325 -1.141 0.203 -0.051 0.128
H -0.273 0.035 1.728 0.155 0.038 -0.091
```
Forces are in eV/Å.

Entry 2:
DFT (the ωB97M-V functional and the def2-TZVPD basis) results for an isolated molecule of C5H13NO at a distorted geometry.

Calculated values
- Kohn-Sham gap (eV) = 10.21
- highest occupied orbital energy (eV) = -9.301
- SMILES = CCC[C@H](N)CO
- relative energy (zero: lowest compared OMol25 entry of this formula, charge and spin) (kJ/mol) = 139.30
- electronic energy (eV) = -8932.5671

```
20
Properties=species:S:1:pos:R:3:forces:R:3
O 0.455 2.275 0.076 0.046 0.273 -0.203
N -1.995 -0.549 -0.030 -0.432 0.634 -0.564
C -0.815 1.702 -0.215 0.101 -0.119 -0.843
C 1.961 -1.438 0.847 1.256 -0.667 0.007
C -0.718 0.193 0.043 -0.752 -0.205 0.848
C 0.275 -0.515 -0.911 0.404 -0.019 2.544
C 0.809 -1.747 -0.112 -1.221 -0.810 -0.969
H 0.946 -2.615 -0.798 0.508 0.630 0.440
H -1.573 2.210 0.395 -0.174 -0.357 -0.139
H 1.659 -1.810 1.822 0.223 0.338 0.329
H 2.216 -0.379 0.888 -0.437 0.205 0.189
H -0.060 -2.088 0.495 0.503 0.107 -0.296
H -2.612 0.032 -0.584 -0.323 -0.312 -0.225
H 0.652 2.090 1.001 -0.012 0.045 -0.072
H 1.105 0.173 -0.966 0.328 0.203 -0.981
H -0.414 0.172 1.119 0.388 -0.440 -0.751
H -1.028 1.893 -1.302 0.218 0.003 0.919
H 2.985 -1.893 0.681 -1.325 0.068 -0.394
H -0.225 -0.766 -1.843 0.170 0.129 -0.033
H -2.509 -0.738 0.823 0.533 0.296 0.195
```
Forces are in eV/Å.

Entry 3:
DFT (the ωB97M-V functional and the def2-TZVPD basis) results for an isolated molecule of C9H11ClO2S2 at a distorted geometry.

Calculated values
- Kohn-Sham gap (eV) = 7.78
- highest occupied orbital energy (eV) = -8.402
- relative energy (zero: lowest compared OMol25 entry of this formula, charge and spin) (kJ/mol) = 0.00
- electronic energy (eV) = -47794.7738

```
25
Properties=species:S:1:pos:R:3:forces:R:3
Cl 1.595 1.502 1.828 -0.350 -1.015 -0.794
S -0.982 1.359 -0.854 0.342 0.199 0.173
S 3.388 0.141 0.084 -1.004 2.567 0.809
O 3.737 -1.134 -0.459 1.008 -2.391 -1.369
O -1.547 0.067 -0.001 0.253 -0.280 0.264
C -1.036 -3.010 0.583 0.890 0.582 1.279
C 0.692 -0.830 0.488 2.666 2.764 0.462
C -1.318 -1.890 1.260 -1.336 -0.366 -0.394
C -1.516 2.809 0.101 -1.735 -2.714 1.167
C -0.656 -0.605 1.031 -0.002 0.126 -1.568
C 0.199 -3.058 -0.168 -1.341 1.846 -0.490
C 1.694 0.071 0.726 -0.763 0.350 0.484
C 2.904 1.315 -1.289 2.576 -3.444 -1.717
C 0.980 -1.954 -0.315 -0.732 -3.646 0.165
H -2.255 3.295 -0.477 -0.512 0.976 -0.487
H -1.655 -3.878 0.773 0.049 -0.054 -0.409
H -0.814 3.396 0.582 1.985 1.407 0.075
H 2.860 0.711 -2.257 -0.630 0.416 1.455
H -2.284 -1.856 1.690 -0.745 0.179 0.928
H -0.575 0.115 1.803 -0.311 0.275 1.234
H 2.053 1.782 -1.004 -2.581 1.602 0.439
H 3.737 1.935 -1.491 0.800 1.047 0.314
H -2.038 2.419 1.012 -0.022 -0.127 -0.868
H 0.284 -3.851 -0.839 0.829 -1.509 -0.675
H 1.885 -2.256 -0.792 0.666 1.209 -0.477
```
Forces are in eV/Å.

Entry 4:
DFT (the ωB97M-V functional and the def2-TZVPD basis) results for a structure of composition C32H57MnN3O4S2Si.

Calculated values
- Kohn-Sham gap (alpha / beta) (eV) = 5.76 / 6.04
- highest occupied orbital energy (alpha / beta) (eV) = -13.601 / -13.762
- charge = +2
- spin multiplicity = 2
- expectation value of S² = 1.0188
- electronic energy (eV) = -107627.8407

```
100
Properties=species:S:1:pos:R:3:forces:R:3
Mn -1.048 0.153 0.486 0.219 0.145 0.694
S 1.596 0.429 2.516 -0.229 0.632 -0.415
S -1.201 -1.428 -1.063 0.179 -0.307 -0.434
Si 0.561 -0.739 -2.029 -0.186 0.031 -0.077
O 1.817 -1.728 -2.006 0.139 -0.113 0.026
O 0.390 -0.208 1.804 0.021 -0.630 0.001
O 0.777 0.546 -0.972 -0.217 0.219 0.243
O 0.232 -0.167 -3.493 0.237 0.046 -0.021
N -2.319 1.480 -0.786 0.319 -0.035 -0.073
N -1.839 1.260 1.704 0.490 0.529 -0.323
N -1.969 -1.299 1.733 -0.053 0.136 -0.375
C -2.766 1.480 4.007 -0.017 -0.071 0.070
C -2.266 0.749 2.921 -0.031 0.372 -0.102
C -2.777 5.057 0.266 0.019 -0.019 0.053
C 1.392 2.724 -0.093 0.000 -0.001 0.038
C -3.662 0.918 -1.082 -0.034 0.072 0.087
C 4.063 -0.397 3.289 -0.069 0.002 0.036
C 2.746 -0.904 2.704 0.179 -0.234 0.041
C -0.020 0.646 -5.701 -0.077 0.091 -0.069
C -1.664 1.797 -2.081 -0.303 -0.071 -0.004
C -2.294 4.965 1.567 -0.023 0.000 -0.037
C 1.162 -4.045 -2.314 -0.071 -0.047 -0.042
C 1.795 -0.989 -5.180 0.092 -0.037 0.016
C 1.826 1.598 -1.041 -0.105 -0.026 -0.127
C 3.154 0.975 -0.645 0.067 -0.035 0.000
C -2.165 -0.631 2.999 -0.079 -0.348 0.284
C -3.333 -1.622 1.199 0.033 -0.134 0.172
C -1.198 -2.560 1.889 -0.084 -0.075 0.089
C 1.047 0.705 4.199 -0.107 0.006 0.129
C 1.941 2.113 -2.470 0.074 0.002 -0.091
C 2.179 -3.103 -1.695 -0.094 0.153 -0.078
C -0.609 -1.720 -5.121 -0.048 -0.104 -0.033
C -1.954 3.734 2.105 0.033 0.142 0.052
C -2.080 2.602 1.310 -0.147 -0.394 0.473
C -2.424 -1.295 4.185 -0.098 0.007 0.034
C -2.429 2.709 -0.014 -0.250 0.151 -0.525
C -3.024 0.818 5.190 0.006 -0.110 0.019
C 0.783 -0.526 5.053 0.029 0.013 -0.004
C -2.830 -0.562 5.290 -0.041 0.070 0.029
C 3.554 -3.310 -2.301 0.093 -0.075 -0.040
C -2.837 3.925 -0.534 0.059 0.065 -0.042
C 0.362 -0.577 -4.891 -0.036 -0.044 0.166
C 2.228 -3.246 -0.184 -0.012 -0.027 0.120
H 2.130 -1.763 -4.491 -0.035 0.025 -0.045
H -0.702 2.254 -1.900 0.018 0.047 0.041
H -1.755 -3.260 2.511 -0.016 0.005 -0.013
H 3.909 -4.322 -2.095 -0.015 0.043 0.000
H 3.400 0.138 -1.300 -0.016 0.041 0.015
H 3.941 -0.027 4.309 -0.010 -0.022 -0.039
H 4.492 0.400 2.682 -0.010 -0.009 -0.014
H -4.254 0.885 -0.170 -0.002 0.015 -0.009
H -1.619 -1.426 -4.826 0.034 -0.008 -0.016
H 4.268 -2.601 -1.879 -0.021 -0.015 -0.027
H 2.324 -4.297 0.096 0.028 0.053 -0.005
H 0.141 1.297 4.046 0.040 0.033 0.080
H -3.913 -0.710 1.110 -0.003 0.024 0.044
H 2.616 2.970 -2.475 -0.003 -0.010 0.004
H 0.534 2.424 0.513 0.036 -0.035 0.021
H 0.104 0.445 -6.766 -0.014 0.008 0.039
H -2.961 2.537 3.934 0.014 -0.044 0.004
H -1.064 0.919 -5.525 0.053 -0.012 0.004
H -1.541 0.884 -2.649 0.000 -0.033 -0.058
H 1.423 -5.079 -2.081 -0.001 0.032 -0.025
H 2.282 -1.679 3.313 0.017 -0.047 -0.051
H -2.187 5.856 2.172 -0.008 -0.009 -0.026
H 2.193 2.997 0.594 0.002 0.005 -0.049
H 2.354 1.356 -3.141 -0.033 0.043 0.071
H -0.321 -2.606 -4.547 -0.016 0.073 -0.028
H 1.153 -3.938 -3.400 -0.002 -0.002 0.045
H -1.051 -3.004 0.914 -0.012 -0.032 -0.046
H -0.237 -2.335 2.339 -0.036 -0.029 0.002
H 4.778 -1.218 3.323 -0.016 -0.001 -0.008
H 2.855 -1.279 1.687 0.097 -0.029 0.034
H -3.246 -2.107 0.234 0.014 -0.042 -0.044
H 2.471 -0.135 -5.101 -0.013 -0.029 0.020
H -3.393 1.376 6.041 0.002 -0.042 -0.014
H -1.551 3.671 3.106 -0.029 0.028 -0.028
H -2.355 -2.372 4.248 -0.002 0.045 0.051
H 1.705 -0.961 5.437 0.007 0.012 -0.023
H 1.103 3.624 -0.637 -0.025 -0.034 -0.027
H 1.317 -2.846 0.270 0.010 -0.037 -0.026
H -3.834 -2.292 1.898 -0.010 -0.006 0.014
H -2.291 2.484 -2.650 0.005 -0.045 -0.042
H 0.155 -3.857 -1.931 0.051 0.003 0.003
H 0.231 -1.290 4.504 0.048 0.059 0.011
H 3.093 -2.709 0.210 -0.025 -0.012 -0.003
H -3.168 4.003 -1.562 0.001 0.050 0.063
H 1.800 1.370 4.629 -0.019 -0.023 0.042
H 3.946 1.722 -0.729 -0.043 -0.008 0.009
H -4.169 1.557 -1.806 -0.046 0.014 0.031
H -3.043 -1.074 6.220 0.001 0.037 -0.039
H -3.077 6.016 -0.136 0.016 -0.023 0.014
H 0.616 1.493 -5.436 -0.017 -0.042 -0.023
H 3.142 0.618 0.381 -0.001 -0.017 0.092
H 0.979 2.431 -2.870 0.082 0.029 -0.008
H 3.522 -3.173 -3.382 0.016 -0.018 0.040
H -0.628 -1.994 -6.177 0.000 -0.002 0.034
H 0.172 -0.238 5.910 0.042 -0.008 -0.018
H -3.551 -0.081 -1.496 0.003 0.009 -0.045
H 1.868 -1.382 -6.195 -0.019 0.050 0.010
```
Forces are in eV/Å.

Entry 5:
DFT (the ωB97M-V functional and the def2-TZVPD basis) results for a structure of composition C26H17Cl3ErN6O4S at a distorted geometry.

Calculated values
- Kohn-Sham gap (alpha / beta) (eV) = 7.05 / 7.06
- highest occupied orbital energy (alpha / beta) (eV) = -4.956 / -4.962
- charge = -1
- spin multiplicity = 4
- expectation value of S² = 3.7528
- electronic energy (eV) = -120397.8232

```
58
Properties=species:S:1:pos:R:3:forces:R:3
Er -0.350 -0.244 0.288 -0.604 -1.215 0.306
Cl 4.092 -4.570 -4.156 -0.074 0.065 0.102
Cl 2.395 -4.462 0.976 -0.012 0.066 -0.099
Cl 0.926 -0.538 -2.403 0.130 -0.119 -0.233
S -1.852 -2.359 -0.903 -0.147 0.185 -0.078
O 1.033 -1.966 0.124 0.358 -0.230 -0.083
O 2.951 -0.119 3.252 -0.005 0.001 0.015
O 0.843 -1.856 4.274 0.067 -0.027 -0.024
O -0.913 1.760 0.652 0.118 1.028 0.021
N 0.775 -0.434 2.416 0.100 0.021 -0.022
N -1.831 -1.053 2.169 0.007 -0.480 -0.125
N -1.862 0.546 -1.648 -0.014 -0.023 -0.311
N 1.610 1.128 0.357 -0.457 0.500 -0.069
N -2.699 -0.229 -2.434 0.244 -0.020 0.294
N -3.639 -2.226 -2.854 -0.036 -0.001 0.142
C 1.702 -2.547 -0.802 -0.082 0.101 0.146
C 1.791 -2.031 -2.111 0.007 0.100 -0.112
C -1.735 1.734 -2.110 0.045 0.282 0.252
C -0.325 5.270 -0.029 0.055 -0.119 0.063
C -3.636 -2.600 2.413 -0.017 0.004 -0.015
C 1.684 3.680 0.123 0.105 -0.013 0.096
C 1.290 2.299 -0.441 -0.073 -0.052 0.070
C -2.807 -3.477 3.096 -0.033 -0.096 0.018
C -3.098 -1.419 1.944 0.060 0.144 0.001
C 0.205 3.983 0.506 -0.021 0.108 0.080
C -0.275 2.641 -0.168 0.092 -0.027 -0.008
C 2.811 2.498 1.957 -0.020 -0.186 -0.083
C 2.131 1.268 1.510 0.269 -0.010 0.113
C 2.640 3.626 1.274 -0.032 0.045 -0.043
C -1.059 -1.881 2.888 0.040 0.285 0.123
C 2.499 -2.616 -3.139 0.013 0.011 -0.047
C -1.050 2.857 -1.445 -0.160 -0.454 -0.118
C 2.429 -3.743 -0.606 0.023 -0.159 0.004
C -1.497 -3.114 3.342 -0.088 0.050 0.147
C 3.148 -4.356 -1.614 0.030 -0.060 0.049
C -0.939 5.313 -1.211 -0.118 -0.207 -0.173
C 0.332 -1.390 3.273 0.109 -0.016 -0.094
C -1.283 4.082 -1.933 -0.002 0.411 0.036
C 2.018 0.111 2.507 -0.067 0.148 0.076
C -2.751 -1.492 -2.093 0.062 -0.049 -0.322
C 3.179 -3.790 -2.877 0.043 -0.042 -0.066
H -2.267 1.967 -3.033 0.002 0.058 -0.009
H 1.539 2.126 -1.486 0.057 -0.059 -0.017
H 2.520 -2.166 -4.122 -0.006 0.002 0.012
H -0.809 -3.733 3.899 0.000 0.005 -0.006
H -1.285 6.256 -1.616 0.005 -0.017 -0.022
H -4.667 -2.845 2.198 0.008 -0.002 0.008
H -3.181 -4.436 3.433 -0.006 0.011 -0.005
H -3.921 -1.783 -3.714 0.015 -0.015 -0.011
H 3.163 4.530 1.568 -0.041 0.017 -0.006
H -3.690 -0.738 1.345 0.004 0.007 -0.013
H -0.184 6.180 0.546 0.044 -0.015 0.007
H 0.063 3.892 1.585 -0.037 0.018 0.010
H -1.863 4.177 -2.847 -0.001 0.034 0.023
H 2.034 4.361 -0.653 0.036 -0.005 -0.012
H 3.447 2.416 2.828 -0.009 -0.007 -0.004
H -3.470 -3.216 -2.885 0.020 0.012 0.012
H 3.683 -5.273 -1.411 -0.008 0.010 0.006
```
Forces are in eV/Å.